Record 1
{"formula": "C3H4Cl2", "method": "ωB97M-V/def2-TZVPD", "symbols": ["Cl", "C", "C", "C", "H", "H", "H", "Cl", "H"], "positions_angstrom": [[2.294, -0.859, 0.548], [1.062, 0.189, 0.118], [0.639, 1.419, 0.081], [-0.146, 0.396, -0.766], [0.664, 2.365, 0.414], [-1.056, 0.117, -0.453], [0.079, 0.442, -1.805], [-0.554, -2.868, 0.248], [-1.358, -2.245, 1.097]], "total_charge": 0, "smiles": "ClC1=CC1.Cl", "total_energy_ev": -28217.66436, "spin_multiplicity": 1, "relative_energy_kcal_mol": 57.5}

***

Record 2
{"formula": "C12H23N3O3Si", "method": "ωB97M-V/def2-TZVPD", "symbols": ["N", "C", "C", "O", "Si", "O", "C", "C", "N", "O", "C", "C", "N", "C", "C", "C", "C", "C", "C", "H", "H", "H", "H", "H", "H", "H", "H", "H", "H", "H", "H", "H", "H", "H", "H", "H", "H", "H", "H", "H", "H", "H"], "positions_angstrom": [[-0.223, -2.174, -2.594], [0.819, -2.811, -1.815], [0.704, -2.389, -0.372], [1.037, -1.040, -0.160], [-0.175, 0.098, 0.064], [0.403, 1.361, 0.962], [1.797, 1.469, 1.123], [2.128, 2.141, 2.454], [1.151, 1.777, 3.449], [-1.556, -0.517, 0.773], [-1.801, -0.288, 2.129], [-1.054, -1.230, 3.077], [0.400, -1.166, 2.862], [-0.709, 0.826, -1.558], [0.323, 1.129, -2.431], [0.099, 1.673, -3.673], [-1.206, 1.907, -4.104], [-2.269, 1.565, -3.259], [-1.997, 1.031, -1.988], [-0.208, -1.144, -2.516], [-1.164, -2.428, -2.213], [1.769, -2.540, -2.255], [0.733, -3.915, -1.939], [-0.357, -2.480, -0.070], [1.357, -3.020, 0.256], [2.221, 1.995, 0.257], [2.189, 0.456, 1.070], [3.078, 1.790, 2.828], [2.129, 3.245, 2.399], [0.887, 0.781, 3.350], [0.300, 2.281, 3.288], [-2.899, -0.427, 2.275], [-1.586, 0.782, 2.345], [-1.328, -0.981, 4.120], [-1.358, -2.268, 2.928], [0.905, -1.886, 3.401], [0.672, -1.266, 1.872], [1.330, 1.068, -2.024], [0.923, 1.887, -4.323], [-1.359, 2.296, -5.092], [-3.298, 1.638, -3.557], [-2.804, 0.772, -1.337]], "total_charge": 0, "smiles": "NCCO[Si](OCCN)(OCCN)c1ccccc1", "total_energy_ev": -31310.38014, "spin_multiplicity": 1, "relative_energy_kcal_mol": 0.0}

***

> Number 1 is which compound?

C3H4Cl2